1.
DFT (ωB97M-V/def2-TZVPD) results for a cluster of 6 separate species, C27H57FO8S in total in a non-equilibrium geometry.

```
94
Properties=species:S:1:pos:R:3:lowdin_charge:R:1
O -4.36 6.23 4.84 0.196
C -3.80 5.66 4.00 -0.474
O -3.35 4.37 3.99 0.135
C -3.25 4.04 2.62 -0.385
O -3.24 2.92 2.32 0.214
C -3.17 5.30 1.79 -0.149
C -2.83 5.43 0.34 -0.148
C -1.53 4.68 -0.05 -0.141
C -0.34 5.35 0.68 -0.188
F -0.22 4.88 1.98 -0.038
C -3.49 6.28 2.65 -0.425
S -3.53 8.00 2.16 0.821
H -3.65 4.93 -0.20 0.136
H -2.82 6.47 -0.01 0.093
H -1.65 3.63 0.24 0.116
H -1.36 4.75 -1.13 0.120
H -0.58 6.43 0.71 0.116
H 0.57 5.13 0.12 0.103
H -2.21 8.35 2.24 -0.108
C -3.64 1.83 5.82 -0.083
C -3.30 0.85 6.93 -0.278
O -2.15 1.21 7.68 -0.159
C -2.21 2.46 8.35 -0.282
C -3.33 2.55 9.37 -0.082
H -2.80 1.95 5.14 0.076
H -4.51 1.48 5.26 0.083
H -3.88 2.82 6.22 0.062
H -3.08 -0.12 6.49 0.116
H -4.15 0.70 7.60 0.105
H -2.26 3.28 7.63 0.106
H -1.25 2.57 8.87 0.117
H -4.32 2.46 8.90 0.065
H -3.30 3.51 9.88 0.076
H -3.25 1.75 10.11 0.080
C 3.81 2.02 -0.41 -0.072
C 2.37 2.47 -0.58 -0.282
O 1.87 2.31 -1.90 -0.171
C 1.85 0.98 -2.39 -0.290
C 1.00 0.03 -1.57 -0.073
H 4.46 2.56 -1.11 0.076
H 4.15 2.22 0.60 0.079
H 3.93 0.96 -0.61 0.068
H 2.30 3.54 -0.36 0.104
H 1.71 1.97 0.14 0.110
H 2.88 0.60 -2.50 0.106
H 1.44 1.03 -3.40 0.117
H 1.38 -0.08 -0.55 0.070
H 0.99 -0.97 -2.02 0.074
H -0.02 0.39 -1.50 0.085
C 4.06 2.86 -4.78 -0.069
C 4.87 1.73 -5.39 -0.277
O 4.14 0.94 -6.32 -0.160
C 3.64 1.62 -7.45 -0.284
C 4.71 2.28 -8.31 -0.082
H 3.17 2.47 -4.29 0.058
H 4.65 3.39 -4.04 0.079
H 3.73 3.58 -5.53 0.068
H 5.18 1.04 -4.60 0.116
H 5.79 2.11 -5.85 0.106
H 2.88 2.35 -7.15 0.106
H 3.12 0.87 -8.05 0.117
H 5.25 3.05 -7.76 0.064
H 4.26 2.75 -9.18 0.076
H 5.44 1.54 -8.64 0.081
C -1.12 -4.75 -0.61 -0.070
C -0.22 -3.58 -0.27 -0.279
O -0.92 -2.37 0.01 -0.173
C -1.83 -2.41 1.09 -0.279
C -1.18 -2.75 2.42 -0.079
H -1.74 -4.51 -1.47 0.084
H -0.52 -5.63 -0.85 0.063
H -1.78 -5.01 0.22 0.067
H 0.43 -3.36 -1.12 0.110
H 0.45 -3.83 0.57 0.108
H -2.65 -3.10 0.87 0.106
H -2.26 -1.41 1.15 0.117
H -0.74 -3.75 2.42 0.065
H -1.93 -2.72 3.22 0.076
H -0.39 -2.04 2.65 0.081
C 2.01 -9.69 -1.56 -0.080
C 0.69 -9.00 -1.25 -0.280
O 0.48 -7.80 -1.98 -0.177
C 0.47 -7.92 -3.39 -0.279
C -0.62 -8.83 -3.92 -0.079
H 2.84 -9.01 -1.36 0.082
H 2.12 -10.58 -0.94 0.077
H 2.08 -10.00 -2.60 0.065
H 0.66 -8.72 -0.20 0.118
H -0.16 -9.69 -1.41 0.107
H 1.46 -8.23 -3.76 0.107
H 0.30 -6.91 -3.78 0.118
H -0.49 -9.86 -3.58 0.065
H -0.61 -8.85 -5.02 0.077
H -1.60 -8.50 -3.59 0.082
```

The total charge is 0. Its HOMO-LUMO gap is 0.3223 hartree. The SMILES is O=C1OC(=O)C(CCCF)=C1S.CCOCC.CCOCC.CCOCC.CCOCC.CCOCC. The value obtained for the molar mass is 560.81 g/mol. For the HOMO energy, the calculation gives -0.3444 Eh. Its spin multiplicity is 1.

2.
DFT (ωB97M-V/def2-TZVPD) results for a cluster of 7 separate species, C42H98NO20S6 in total in a non-equilibrium geometry.

```
167
Properties=species:S:1:pos:R:3:lowdin_charge:R:1
C 3.87 -3.52 2.91 -0.149
C 4.96 -2.83 3.96 -0.240
C 4.27 -1.52 4.72 -0.214
C 4.46 -0.11 3.87 -0.201
C 3.38 0.09 2.65 -0.210
C 1.80 0.10 3.14 -0.231
C 1.35 1.55 3.81 -0.188
C 1.18 2.60 2.52 -0.212
C -0.40 2.99 2.24 -0.205
C -1.17 1.91 1.23 -0.193
C -2.72 1.67 1.74 -0.218
C -3.59 1.00 0.50 -0.179
C -4.34 -0.34 1.10 -0.226
C -3.63 -1.76 0.67 -0.197
C -4.73 -2.90 0.14 -0.203
C -5.27 -3.86 1.39 -0.207
C -5.95 -2.96 2.62 -0.213
C -6.43 -4.04 3.76 -0.204
C -6.96 -3.32 5.17 -0.190
C -8.05 -2.14 4.85 -0.138
C -7.63 -0.63 5.32 -0.161
N -6.16 -0.41 5.56 0.046
C -5.80 1.07 5.83 -0.067
C -6.57 2.12 4.83 -0.138
O -7.98 1.76 4.52 -0.126
C -8.04 0.37 4.05 -0.246
O -7.07 0.17 2.92 -0.088
H 4.37 -3.62 1.83 0.085
H 2.86 -2.90 2.84 0.060
H 3.59 -4.59 3.33 0.072
H 5.19 -3.63 4.79 0.103
H 5.95 -2.47 3.42 0.107
H 4.76 -1.43 5.81 0.100
H 3.15 -1.81 4.90 0.090
H 5.54 -0.19 3.37 0.115
H 4.47 0.83 4.61 0.096
H 3.55 -0.65 1.74 0.117
H 3.58 1.18 2.21 0.109
H 1.16 -0.12 2.16 0.095
H 1.53 -0.74 3.91 0.088
H 2.21 1.89 4.52 0.105
H 0.34 1.38 4.39 0.101
H 1.80 3.56 2.83 0.115
H 1.66 2.15 1.53 0.112
H -0.45 4.04 1.69 0.110
H -1.03 3.11 3.25 0.105
H -1.25 2.42 0.16 0.112
H -0.60 0.89 1.15 0.104
H -3.19 2.69 2.10 0.108
H -2.66 0.96 2.67 0.097
H -4.44 1.79 0.23 0.111
H -2.97 0.81 -0.48 0.079
H -4.39 -0.32 2.29 0.075
H -5.48 -0.43 0.76 0.098
H -3.00 -2.24 1.55 0.115
H -2.88 -1.51 -0.23 0.111
H -5.66 -2.36 -0.37 0.111
H -4.22 -3.58 -0.71 0.119
H -4.42 -4.58 1.77 0.113
H -6.09 -4.57 0.89 0.122
H -6.84 -2.32 2.17 0.108
H -5.13 -2.24 3.05 0.091
H -7.28 -4.76 3.34 0.135
H -5.52 -4.73 4.04 0.121
H -7.56 -4.19 5.73 0.126
H -6.09 -3.02 5.89 0.101
H -8.38 -2.12 3.70 0.129
H -9.05 -2.41 5.44 0.139
H -8.27 -0.22 6.24 0.198
H -5.92 -0.90 6.47 0.187
H -5.52 -0.81 4.84 0.164
H -4.64 1.18 5.63 0.160
H -5.99 1.39 6.95 0.157
H -5.96 2.36 3.83 0.147
H -6.63 3.16 5.41 0.161
H -9.09 0.07 3.60 0.191
H -7.35 0.72 2.13 0.139
O -2.35 0.61 -2.54 -0.316
S -2.91 -0.27 -3.55 0.623
O -3.13 -1.68 -3.30 -0.285
O -2.06 -0.11 -4.93 -0.254
C -0.66 -0.35 -4.90 -0.261
C -0.36 -1.84 -4.77 -0.070
C -4.44 0.43 -4.12 -0.114
H -0.18 0.22 -4.10 0.107
H -0.25 0.01 -5.84 0.129
H -0.71 -2.23 -3.81 0.046
H 0.71 -2.03 -4.83 0.092
H -0.87 -2.40 -5.55 0.066
H -4.28 1.49 -4.34 0.077
H -5.17 0.32 -3.31 0.073
H -4.77 -0.11 -5.00 0.078
O 1.63 5.36 -0.28 -0.295
S 1.41 5.76 -1.66 0.624
O 0.16 6.35 -2.10 -0.290
O 1.78 4.51 -2.64 -0.258
C 1.10 3.28 -2.45 -0.265
C -0.34 3.36 -2.93 -0.075
C 2.73 6.85 -2.14 -0.113
H 1.15 2.96 -1.40 0.108
H 1.63 2.52 -3.04 0.124
H -0.92 4.07 -2.32 0.069
H -0.83 2.39 -2.86 0.045
H -0.38 3.71 -3.96 0.090
H 3.69 6.41 -1.85 0.084
H 2.58 7.80 -1.62 0.083
H 2.68 7.00 -3.22 0.047
O 0.06 -3.93 -2.07 -0.285
S 0.77 -4.61 -1.01 0.623
O 2.20 -4.48 -0.83 -0.285
O 0.39 -6.20 -1.05 -0.265
C 0.64 -6.93 -2.24 -0.274
C 2.13 -7.17 -2.45 -0.077
C -0.02 -4.22 0.53 -0.119
H 0.20 -6.41 -3.11 0.115
H 0.14 -7.89 -2.15 0.124
H 2.67 -6.23 -2.60 0.069
H 2.31 -7.80 -3.32 0.082
H 2.57 -7.65 -1.56 0.088
H -1.09 -4.34 0.43 0.063
H 0.22 -3.17 0.76 0.071
H 0.38 -4.87 1.31 0.075
O 5.65 0.69 6.95 -0.302
S 7.06 1.00 6.88 0.617
O 8.04 0.02 6.46 -0.284
O 7.53 1.65 8.30 -0.265
C 7.33 0.90 9.49 -0.275
C 8.30 -0.27 9.58 -0.078
C 7.27 2.45 5.87 -0.119
H 6.29 0.56 9.56 0.116
H 7.51 1.58 10.33 0.124
H 8.12 -0.99 8.78 0.068
H 8.19 -0.79 10.54 0.082
H 9.33 0.08 9.47 0.088
H 6.57 3.22 6.19 0.076
H 7.07 2.16 4.83 0.072
H 8.30 2.80 5.96 0.077
O 5.75 8.52 -4.30 -0.286
S 5.19 7.64 -5.30 0.614
O 4.97 6.23 -5.06 -0.291
O 6.04 7.81 -6.69 -0.265
C 7.44 7.56 -6.66 -0.272
C 7.74 6.08 -6.53 -0.078
C 3.66 8.35 -5.88 -0.116
H 7.92 8.13 -5.85 0.118
H 7.85 7.92 -7.60 0.125
H 7.39 5.68 -5.57 0.067
H 8.81 5.89 -6.59 0.082
H 7.23 5.51 -7.31 0.087
H 3.82 9.40 -6.10 0.079
H 2.93 8.24 -5.07 0.058
H 3.33 7.80 -6.76 0.079
O -0.80 -3.00 -7.98 -0.294
S -0.49 -4.12 -8.84 0.628
O 0.83 -4.35 -9.38 -0.283
O -1.57 -4.15 -10.07 -0.265
C -1.68 -2.99 -10.90 -0.275
C -0.47 -2.85 -11.81 -0.078
C -1.02 -5.62 -8.04 -0.120
H -1.82 -2.09 -10.29 0.116
H -2.58 -3.12 -11.51 0.124
H 0.44 -2.67 -11.24 0.068
H -0.60 -2.02 -12.51 0.082
H -0.32 -3.77 -12.39 0.087
H -2.03 -5.48 -7.66 0.075
H -0.33 -5.80 -7.21 0.075
H -0.97 -6.44 -8.75 0.076
```

The total charge is +1. Its HOMO-LUMO gap is 0.3146 hartree. The value obtained for the molar mass is 1129.64 g/mol. For the HOMO energy, the calculation gives -0.4194 Eh. Its spin multiplicity is 1.

What is the formula in the second record?
C42H98NO20S6

The lowest HOMO energy belongs to which entry?
C42H98NO20S6

Which value of HOMO energy does entry 1 give?
-0.3444 Eh

Which of these has the highest molar mass?
C42H98NO20S6